[1]
98
Properties=species:S:1:pos:R:3:mulliken_charge:R:1 method="wB97M-V/def2-TZVPD" homo_energy_ev=-7.8 de_lowest_kj_mol=870.3 e_lumo_ev=0.083
C 22.79600 8.86800 -2.97000 0.37
O 23.74300 8.71600 -1.92000 -0.87
N 21.61300 9.48700 -2.82400 -0.16
N 23.04100 8.48000 -4.19600 -0.16
H 21.47000 9.74000 -1.88100 0.20
H 20.84500 9.40700 -3.45400 0.22
H 23.97500 8.03100 -4.37600 0.18
H 22.37700 8.59100 -4.93200 -0.04
C 17.84800 4.65700 -1.95900 -0.20
O 19.11300 4.78900 -2.50300 0.29
N 16.81100 5.22100 -2.49800 -0.33
N 17.60200 3.97300 -0.89800 -0.27
H 16.97000 5.79300 -3.39000 0.14
H 16.05200 5.53700 -1.90100 0.23
H 18.34100 3.52100 -0.36900 0.24
H 16.68600 4.00900 -0.40700 0.19
C 26.04600 7.14800 0.52100 0.47
O 27.16400 7.46900 -0.27800 -0.78
N 24.76400 7.37500 0.35300 0.24
N 26.18200 6.60600 1.65700 -0.28
H 24.40100 7.91800 -0.45400 0.14
H 24.14300 6.71300 0.72700 0.09
H 27.11300 6.65900 2.06000 0.25
H 25.36100 6.27800 2.17500 0.20
C 21.88100 9.60000 0.44500 0.37
O 21.97300 8.24100 0.24800 -0.16
N 20.80900 10.15800 -0.06400 -0.53
N 22.61900 10.36900 1.14500 -0.44
H 20.02200 9.61400 -0.50200 0.16
H 20.61800 11.13500 0.13700 0.10
H 23.36400 9.90300 1.69100 0.32
H 22.14800 11.19900 1.58400 0.21
C 23.20200 2.20800 0.32100 -0.02
O 22.73800 2.60800 -0.93800 -0.41
N 24.26600 1.47500 0.48100 -0.36
N 22.58400 2.67300 1.37100 -0.46
H 24.86200 1.13200 -0.29700 0.29
H 24.84400 1.49100 1.29300 0.20
H 21.61000 3.03600 1.23500 0.26
H 22.91200 2.58400 2.34600 0.27
C 20.54300 8.62900 -5.57400 0.13
O 19.54100 9.07500 -4.72500 -0.69
N 20.79700 7.37400 -5.84800 -0.16
N 21.50000 9.40400 -5.99100 -0.32
H 20.10000 6.69800 -5.47200 0.35
H 21.66000 7.08800 -6.30500 0.25
H 21.47600 10.45400 -5.83000 0.31
H 22.18600 9.17300 -6.67900 0.26
C 17.78300 5.93300 -5.33600 0.19
O 17.01800 5.69300 -6.47300 -0.79
N 17.37300 6.83600 -4.51000 -0.32
N 19.03300 5.60300 -5.16400 -0.05
H 16.39500 7.33500 -4.72600 0.28
H 18.00800 7.28900 -3.83500 0.21
H 19.36000 5.16700 -6.02700 0.37
H 19.49200 5.35000 -4.22400 -0.30
C 20.12300 2.39600 -4.24700 -0.53
O 21.20200 2.99200 -3.67500 -0.46
H 19.39300 2.08300 -3.46100 0.07
H 20.42600 1.54100 -4.82000 0.38
H 19.54500 2.94200 -5.08200 0.08
H 20.84500 3.75700 -3.26800 -0.23
C 19.12900 7.87200 -1.65500 -0.63
O 18.77900 9.11400 -1.33900 -0.64
H 19.75700 7.46900 -0.90300 0.25
H 19.61700 7.77100 -2.64000 0.20
H 18.24000 7.23700 -1.52700 0.40
H 18.15500 9.39700 -1.99600 0.32
C 22.04400 5.61000 -2.05200 1.48
O 21.67300 5.92600 -3.38200 1.70
H 21.32900 6.16200 -1.50100 -1.00
H 23.07800 5.85200 -1.81800 -0.78
H 21.95500 4.55800 -1.89400 0.26
H 22.16200 6.75500 -3.62400 -0.28
C 19.97800 1.26300 -0.44300 -0.90
O 20.11500 2.60700 -0.69200 -0.01
H 20.83600 0.82200 0.08100 0.22
H 19.89900 0.78900 -1.40200 0.30
H 19.09800 1.02700 0.17400 0.31
H 20.89600 2.72300 -1.20600 0.04
C 24.74600 3.71600 -3.28800 -0.21
O 24.08600 4.05400 -4.46300 -0.65
H 24.11700 2.97800 -2.83100 0.08
H 24.84000 4.50800 -2.55100 -0.04
H 25.74300 3.27400 -3.47600 0.36
H 23.17800 4.24100 -4.25400 0.25
C 25.71600 6.99900 -3.29100 -0.19
O 25.46900 7.11100 -4.67700 -0.68
H 26.54700 6.33900 -3.02500 0.52
H 24.86800 6.81400 -2.72300 -0.74
H 26.04600 7.92400 -3.03100 0.62
H 26.28400 7.13100 -5.20900 0.28
C 22.66200 5.70900 2.02300 -0.78
O 23.64900 5.13100 1.19700 -0.57
H 21.78300 5.95000 1.45000 0.09
H 22.95100 6.62800 2.55700 0.35
H 22.37600 5.00600 2.85200 0.43
H 23.45700 4.15600 1.23800 0.41



[2]
112
Properties=species:S:1:pos:R:3:mulliken_charge:R:1 method="wB97M-V/def2-TZVPD" homo_energy_ev=-8.1 de_lowest_kj_mol=457.9 e_lumo_ev=-0.683
C 5.08816 -1.82189 0.76932 0.52
O 5.14689 -1.07745 -0.21761 -0.71
N 5.77338 -2.97240 0.73535 -0.33
N 4.48684 -1.56034 1.95302 -0.25
H 6.27871 -3.23963 -0.08975 0.28
H 5.51145 -3.67868 1.40320 0.14
H 4.17504 -0.62845 2.16726 0.13
H 4.09791 -2.33123 2.46507 0.16
C -0.76963 1.08714 3.78091 0.32
O -1.11943 0.12405 3.06480 -0.25
N -0.78116 1.07975 5.13014 -0.41
N -0.29485 2.16617 3.15204 0.11
H -0.80986 1.92640 5.66787 0.17
H -1.01715 0.18651 5.52534 0.25
H 0.18894 2.82315 3.74657 0.22
H 0.03956 1.99117 2.20558 -0.67
C -3.78501 2.68578 1.15894 0.29
O -3.46864 1.82085 0.33188 -0.61
N -5.04115 3.18392 1.26946 -0.41
N -2.94145 3.14675 2.09515 -0.31
H -5.78174 2.69093 0.79361 0.31
H -5.37655 3.82216 1.96787 0.17
H -3.16267 3.24074 3.06903 0.23
H -1.95743 3.05975 1.88536 0.11
C -0.94330 3.49843 -3.58350 0.71
O -0.99615 3.74725 -4.79730 -0.70
N -1.75589 4.11445 -2.68806 -0.37
N 0.15647 2.99032 -2.98690 -0.19
H -2.62581 4.49243 -3.02362 0.22
H -1.61066 4.01421 -1.70134 0.12
H 0.15172 2.80025 -2.00262 -0.02
H 1.04035 2.83635 -3.47051 0.34
C 3.75212 1.43203 2.91729 0.27
O 2.65632 0.99505 2.50476 -0.30
N 4.39959 1.06620 4.03659 -0.42
N 4.39317 2.37944 2.20000 -0.38
H 3.75451 0.48467 4.55548 0.30
H 5.08732 1.71010 4.37995 0.20
H 5.37310 2.56582 2.31860 0.19
H 3.92458 2.72764 1.38123 0.14
C 1.63213 5.37061 1.69803 0.39
O 2.10828 6.49481 1.56616 -0.68
N 0.37356 5.18350 2.16420 -0.36
N 2.07599 4.30932 0.93890 -0.15
H -0.02425 6.03223 2.52588 0.21
H 0.00891 4.27089 1.96560 0.26
H 2.80937 4.40224 0.26161 0.28
H 1.60834 3.40472 1.02264 0.19
C 0.19436 1.08933 -0.00107 -0.32
O 0.34730 2.26580 0.40479 -0.46
N 1.23104 0.23759 -0.01508 0.59
N -0.97249 0.53335 -0.36894 1.11
H 1.07799 -0.72134 -0.28551 -0.28
H 2.08868 0.36662 0.50981 -0.03
H -1.72154 1.22358 -0.24025 -0.18
H -1.29639 -0.37954 -0.08258 -0.05
C -2.54172 -2.62231 -2.25840 0.43
O -2.11731 -1.49637 -1.98735 -0.56
N -3.85981 -2.96013 -2.20685 -0.21
N -1.79131 -3.62301 -2.75498 -0.35
H -4.63722 -2.38655 -1.92803 -0.02
H -4.00207 -3.95196 -2.17906 0.16
H -0.79449 -3.59283 -2.88059 0.19
H -2.21478 -4.50432 -2.96944 0.13
C -3.35809 -2.85814 2.94795 0.59
O -3.93805 -3.74756 2.30153 -0.71
N -3.09174 -1.68405 2.37461 -0.03
N -2.56118 -3.21400 3.99801 -0.40
H -2.51224 -1.03594 2.90279 0.25
H -3.37178 -1.52138 1.42432 -0.06
H -2.57256 -4.16372 4.31974 0.20
H -2.10081 -2.50804 4.54700 0.16
C 3.28074 -4.20437 -1.96534 0.45
O 3.89649 -5.07096 -2.57757 -0.70
N 2.14636 -4.48043 -1.27585 -0.40
N 3.60385 -2.86972 -1.95705 -0.23
H 2.25232 -5.48761 -1.18518 0.24
H 1.64145 -3.87817 -0.63170 0.35
H 4.58899 -2.66533 -1.93462 0.16
H 3.02144 -2.22659 -1.45091 0.15
C 3.36624 1.14017 -3.90378 0.44
O 2.53339 2.04736 -3.92531 -0.74
N 3.35121 0.11893 -3.01802 -0.03
N 4.37260 1.01934 -4.81975 -0.42
H 2.66032 0.18762 -2.28901 0.07
H 4.22008 -0.37794 -2.95925 0.13
H 5.10163 0.33706 -4.75866 0.16
H 4.38819 1.76073 -5.49852 0.26
C -1.69392 -0.35054 -5.44211 0.52
O -1.26461 0.14501 -6.47059 -0.67
N -2.88524 -1.00948 -5.37445 -0.35
N -1.02081 -0.41573 -4.24210 -0.01
H -3.20377 -1.36535 -4.49165 0.21
H -3.27882 -1.42330 -6.19978 0.20
H -1.39620 -0.68143 -3.33046 0.23
H -0.03634 -0.24527 -4.30107 0.05
C -5.88331 -0.70128 -0.74046 0.72
O -6.29296 -1.78478 -1.15112 -0.77
N -6.30690 -0.01779 0.35795 -0.36
N -4.81991 -0.07751 -1.31239 -0.14
H -7.06211 -0.51924 0.80584 0.26
H -5.59520 0.44361 0.89514 0.13
H -4.46488 0.76611 -0.88434 0.26
H -4.46553 -0.43113 -2.18318 -0.01
C 1.17050 -3.00860 1.58914 0.53
O 1.68602 -2.53517 0.57255 -0.34
N 0.19148 -2.40035 2.30794 0.00
N 1.53153 -4.20290 2.10197 -0.41
H 0.09354 -1.42983 2.04028 -0.28
H -0.25004 -2.83054 3.09524 0.07
H 1.21674 -4.35846 3.04070 0.14
H 2.29172 -4.70938 1.68152 0.25



[3]
112
Properties=species:S:1:pos:R:3:mulliken_charge:R:1 method="wB97M-V/def2-TZVPD" homo_energy_ev=-8.8 de_lowest_kj_mol=294.3 e_lumo_ev=-0.555
C 0.10381 -16.38648 -12.62028 0.12
O -0.96941 -16.74672 -12.16165 -0.47
N 0.41242 -16.40199 -14.00139 0.14
N 1.15820 -15.93333 -11.79836 -0.38
H 1.31877 -16.03890 -14.22104 0.15
H -0.32729 -16.22907 -14.66947 0.03
H 1.83835 -15.44249 -12.34073 0.21
H 0.87022 -15.59199 -10.89724 0.30
C 1.32085 -25.25128 -14.63498 0.50
O 0.58657 -24.55765 -13.92972 -0.71
N 1.61570 -25.00422 -15.94844 -0.30
N 1.86087 -26.43360 -14.13186 -0.44
H 2.01832 -25.71586 -16.52160 0.22
H 1.36812 -24.08498 -16.32997 0.15
H 1.37296 -26.93281 -13.41293 0.28
H 2.57279 -26.89622 -14.66279 0.14
C 1.59403 -22.71817 -18.80682 0.39
O 1.99393 -23.41976 -19.70592 -0.68
N 2.04934 -21.44856 -18.49742 -0.12
N 0.56824 -23.10000 -17.95211 0.05
H 1.49163 -20.86038 -17.91272 -0.04
H 2.80537 -21.04359 -19.01480 0.20
H -0.03879 -22.45756 -17.43634 0.02
H 0.14596 -24.00147 -18.10906 0.31
C 3.28096 -18.94825 -13.48586 0.26
O 2.04061 -18.83698 -13.45549 -0.14
N 4.07785 -17.81033 -13.40844 -0.36
N 3.99360 -20.10898 -13.38083 -0.39
H 3.65620 -16.91939 -13.25843 0.14
H 5.07193 -17.90218 -13.36063 0.17
H 4.97176 -20.08069 -13.18333 0.16
H 3.49189 -20.97966 -13.38284 0.16
C -2.78079 -22.65129 -14.42539 0.38
O -2.61615 -22.68306 -13.20857 -0.66
N -2.41766 -23.68114 -15.26473 -0.20
N -3.60607 -21.69247 -15.00987 -0.35
H -2.89778 -23.71065 -16.15748 0.21
H -2.04792 -24.55587 -14.95721 0.21
H -3.96169 -21.04216 -14.33597 0.25
H -3.48018 -21.65503 -16.01030 0.11
C -0.46713 -14.51182 -17.50842 0.49
O -0.54754 -15.03395 -18.61664 -0.75
N -1.07646 -15.09211 -16.41255 -0.12
N 0.25541 -13.38292 -17.25144 -0.39
H -1.51646 -15.99918 -16.53259 -0.24
H -1.23723 -14.51024 -15.61036 0.23
H 0.79538 -12.93899 -17.96836 0.25
H 0.19751 -12.95831 -16.34591 0.15
C -1.19529 -19.56988 -10.88252 0.41
O -2.18071 -19.71457 -10.16407 -0.73
N -1.18998 -19.70349 -12.24700 0.56
N 0.06504 -19.23777 -10.38682 -0.24
H -1.85999 -20.18581 -12.81711 -0.14
H -0.35550 -19.44946 -12.74475 -0.42
H 0.00284 -19.00418 -9.41010 0.24
H 0.90214 -19.04554 -10.89856 0.12
C 3.15511 -17.15929 -17.39932 0.41
O 4.08736 -16.52442 -17.86955 -0.68
N 1.85841 -16.69941 -17.40190 0.25
N 3.38455 -18.37497 -16.75941 -0.26
H 1.89365 -15.72491 -17.65738 0.09
H 0.97857 -17.15840 -17.28601 -0.17
H 2.59964 -18.89624 -16.41434 0.13
H 4.32452 -18.42854 -16.41497 0.21
C -0.36579 -20.48027 -15.57353 -1.65
O -0.90445 -21.19933 -16.41706 0.19
N -0.66591 -19.15088 -15.43672 2.16
N 0.76558 -20.83451 -14.91114 1.19
H -1.49353 -18.84566 -15.93535 -0.50
H -0.14966 -18.39978 -14.98277 -0.68
H 1.38941 -20.10277 -14.51603 -0.54
H 1.17996 -21.74184 -15.05874 0.26
C -4.23824 -16.00517 -13.47342 0.71
O -5.09097 -15.37292 -14.08959 -0.77
N -3.92343 -15.90984 -12.15021 -0.35
N -3.41852 -16.94340 -14.01925 0.05
H -3.03692 -16.29039 -11.85443 0.22
H -4.33398 -15.20300 -11.56866 0.26
H -2.83826 -17.43642 -13.36345 0.09
H -3.41324 -17.12266 -15.00362 0.03
C 1.50699 -23.81740 -10.45678 0.42
O 1.51174 -23.60047 -9.25278 -0.66
N 0.79566 -23.05725 -11.36551 -0.07
N 2.16508 -24.89498 -11.04459 -0.32
H 0.54657 -23.32387 -12.30215 0.23
H 0.17772 -22.38012 -10.94477 0.15
H 2.49392 -24.90881 -11.98974 0.16
H 2.55493 -25.56983 -10.41211 0.20
C -3.49986 -22.45894 -18.76969 0.51
O -3.15553 -23.44358 -18.11115 -0.72
N -4.49210 -22.46044 -19.75867 -0.47
N -2.85764 -21.24942 -18.59607 -0.08
H -4.88357 -23.36247 -19.96076 0.27
H -4.34980 -21.76004 -20.45798 0.20
H -3.17277 -20.38961 -18.98665 0.15
H -2.02594 -21.28744 -18.01897 0.06
C -3.96340 -17.09897 -17.45490 0.67
O -3.02726 -17.62536 -16.79057 -0.75
N -4.89284 -16.25099 -16.90543 -0.32
N -4.08981 -17.27582 -18.80638 -0.44
H -5.49189 -15.82092 -17.58042 0.15
H -4.96453 -16.09851 -15.89878 0.08
H -3.42309 -17.80385 -19.33811 0.19
H -4.96934 -17.01519 -19.20775 0.15
C 0.38148 -18.27506 -20.49861 0.51
O 0.29003 -19.47720 -20.74704 -0.61
N -0.33600 -17.66422 -19.47510 -0.09
N 1.25350 -17.44001 -21.17491 -0.37
H -0.19259 -16.67762 -19.26618 0.33
H -0.65551 -18.32021 -18.78211 -0.05
H 1.18772 -16.44232 -21.17017 0.18
H 2.01768 -17.89970 -21.63218 0.21



[4]
30
Properties=species:S:1:pos:R:3:nbo_charge:R:1 method="wB97M-V/def2-TZVPD" smiles="N#Cc1ccc(S(=O)(=O)[C@@H](Cl)C2([O-])C(Cl)=C(Cl)C(=O)C(Cl)=C2Cl)cc1" homo_energy_ev=-5.1 de_lowest_kj_mol=141.0 total_charge=-1 e_lumo_ev=1.475
N 0.61841 -4.20998 -5.92717 -0.32
C 0.44877 -3.47380 -5.03158 0.29
C 0.27147 -2.54801 -3.92956 -0.17
C 1.39300 -2.00385 -3.29504 -0.16
C 1.24691 -1.08126 -2.25000 -0.20
C -0.02251 -0.72656 -1.77861 -0.18
S -0.23453 0.53098 -0.44709 2.10
O 0.83263 1.48633 -0.67676 -0.93
O -1.62249 0.93771 -0.44747 -0.93
C 0.06402 -0.30737 1.23337 -0.45
Cl 1.51569 -1.25059 0.99246 -0.01
C -0.06632 0.32410 2.60004 0.25
O -0.20437 -0.43454 3.58756 -0.79
C 1.15852 1.32906 2.93023 0.01
Cl 2.58874 0.55114 3.39730 0.06
C 1.05786 2.66487 3.09473 -0.22
Cl 2.43868 3.63666 3.25631 0.02
C -0.21377 3.33941 3.45459 0.52
O -0.27055 4.31376 4.18454 -0.53
C -1.41261 2.60631 2.94745 -0.23
Cl -2.83556 3.55443 2.90267 0.01
C -1.44190 1.28227 2.69373 0.01
Cl -2.89292 0.42690 2.78386 0.06
C -1.14150 -1.25580 -2.42652 -0.21
C -1.00091 -2.18144 -3.47283 -0.17
H 2.38879 -2.30041 -3.64476 0.23
H 2.14075 -0.65841 -1.79897 0.25
H -0.78486 -0.98396 1.13670 0.24
H -2.13753 -0.95434 -2.10818 0.25
H -1.88189 -2.61362 -3.96098 0.23



[5]
33
Properties=species:S:1:pos:R:3:nbo_charge:R:1 method="wB97M-V/def2-TZVPD" homo_energy_ev=-9.7 de_lowest_kj_mol=48.1 e_lumo_ev=-3.200
Pt 0.36219 1.37257 2.66865 1.11
O -0.60418 -4.50037 1.92653 -0.37
C -0.44675 -3.32896 1.81503 0.39
C 0.94270 -2.63333 1.70488 0.40
O 2.01181 -3.13911 1.60877 -0.37
C 0.62327 -1.13100 1.76566 0.52
C -0.86913 -0.85919 1.76497 0.32
O -1.07938 -0.04043 2.80502 -0.71
C -1.55323 -2.23930 1.82742 0.45
O -2.72328 -2.43759 1.88702 -0.39
O 1.37480 -0.19349 2.03000 -0.47
O -0.18832 -1.83527 -3.18277 -0.64
C -0.89087 -0.70274 -3.06568 0.38
C -1.25365 -0.05223 -4.24800 -0.27
C -1.98444 1.11169 -4.19712 -0.13
C -2.38170 1.66901 -2.97626 -0.26
C -2.02586 1.04255 -1.80841 -0.13
C -1.27754 -0.14692 -1.83231 -0.25
C -0.86140 -0.78178 -0.59920 0.80
O -0.19565 -1.82413 -0.52794 -0.68
O -1.23357 -0.16374 0.51940 -0.48
H 0.03836 -2.16664 -2.29624 0.51
H -0.94183 -0.48788 -5.18626 0.23
H -2.25331 1.60494 -5.12180 0.22
H -2.95987 2.58086 -2.95251 0.23
H -2.32385 1.45415 -0.85456 0.23
F 3.31339 1.49792 1.08113 -0.32
C 3.63879 2.07653 2.25245 0.88
F 3.51304 1.14257 3.21221 -0.32
F 4.91030 2.44190 2.19328 -0.29
C 2.71053 3.28887 2.53214 0.68
O 3.16176 4.39477 2.61774 -0.53
O 1.44686 2.98575 2.63678 -0.74